(1)
{
  "formula": "C9H15N6O7PS",
  "method": "wB97M-V/def2-TZVPD",
  "species": ["N", "P", "O", "C", "C", "C", "C", "C", "N", "S", "N", "C", "H", "H", "H", "H", "H", "H", "C", "N", "O", "O", "H", "H", "H", "C", "N", "O", "O", "H", "H", "H", "C", "N", "O", "O", "H", "H", "H"],
  "xyz": [[2.22, 0.14, -1.70], [1.71, -0.78, -3.11], [2.81, -2.02, -3.23], [0.07, -1.50, -2.56], [-0.11, -2.79, -2.16], [-1.42, -3.25, -1.73], [-2.46, -2.38, -1.73], [-2.34, -1.02, -2.14], [-3.27, -0.05, -2.15], [-2.46, 1.25, -2.67], [-0.95, 0.73, -2.92], [-1.03, -0.57, -2.57], [2.10, -0.51, -0.91], [1.45, 0.80, -1.57], [2.39, -2.86, -3.44], [0.78, -3.42, -2.16], [-1.55, -4.27, -1.38], [-3.44, -2.72, -1.41], [-0.96, 4.30, -0.91], [-0.21, 3.40, 0.01], [0.20, 2.35, -0.43], [-0.07, 3.78, 1.15], [-1.01, 3.83, -1.89], [-1.95, 4.44, -0.50], [-0.42, 5.24, -0.96], [1.21, 3.20, 3.69], [1.72, 3.36, 5.08], [1.04, 4.01, 5.85], [2.77, 2.82, 5.34], [0.27, 3.72, 3.60], [1.96, 3.62, 3.02], [1.08, 2.14, 3.51], [0.45, -3.28, 2.20], [-0.63, -3.94, 1.42], [-1.73, -3.44, 1.46], [-0.33, -4.95, 0.82], [0.04, -2.40, 2.68], [0.82, -3.99, 2.93], [1.23, -3.00, 1.49]],
  "mol_weight_g_mol": 382.3,
  "multiplicity": 1,
  "homo_ha": -0.3042,
  "fmax_ha_per_bohr": 0.040,
  "e_tot_ev": -52965.0238
}

(2)
{
  "formula": "C9H15NO2",
  "method": "wB97M-V/def2-TZVPD",
  "species": ["C", "C", "C", "C", "C", "C", "C", "C", "C", "N", "O", "O", "H", "H", "H", "H", "H", "H", "H", "H", "H", "H", "H", "H", "H", "H", "H"],
  "xyz": [[1.48, 0.47, 0.03], [0.22, 0.36, 0.45], [1.53, 0.66, -1.45], [-0.77, 0.46, -0.89], [2.75, 0.42, 0.80], [-1.77, 1.59, -0.74], [-1.02, -1.13, 2.06], [-0.71, -1.87, -1.38], [-0.36, 0.23, 1.81], [0.24, 0.74, -1.88], [2.51, 0.76, -2.16], [-1.48, -0.71, -1.16], [3.22, -0.55, 0.67], [2.57, 0.58, 1.86], [3.43, 1.17, 0.43], [-1.25, 2.51, -0.47], [-2.50, 1.34, 0.02], [-2.29, 1.74, -1.68], [-1.81, -1.30, 1.33], [-1.45, -1.16, 3.06], [-0.28, -1.93, 1.98], [0.01, -1.74, -2.19], [-1.42, -2.65, -1.66], [-0.17, -2.17, -0.48], [0.44, 0.38, 2.55], [-1.10, 1.02, 1.95], [0.00, 0.78, -2.86]],
  "mol_weight_g_mol": 169.2,
  "multiplicity": 1,
  "homo_ha": -0.3498,
  "fmax_ha_per_bohr": 0.049,
  "e_tot_ev": -15161.6238
}

(3)
{
  "formula": "C9H15NO2S",
  "method": "wB97M-V/def2-TZVPD",
  "species": ["C", "C", "C", "C", "C", "C", "C", "C", "C", "N", "O", "O", "S", "H", "H", "H", "H", "H", "H", "H", "H", "H", "H", "H", "H", "H", "H", "H"],
  "xyz": [[0.56, -0.27, 1.58], [0.87, 0.19, 0.12], [0.50, -1.80, 1.46], [0.24, 1.54, -0.41], [0.51, -1.01, -0.77], [-1.25, 1.64, -0.07], [0.50, -2.14, 0.19], [0.96, 2.79, 0.04], [1.64, -1.17, -1.85], [-3.17, -1.51, -0.19], [-3.74, 0.00, 1.63], [-2.21, 1.63, -0.79], [-3.80, -0.19, 0.24], [1.44, -0.01, 2.31], [-0.41, 0.14, 1.82], [2.00, 0.43, 0.17], [0.32, -2.46, 2.24], [0.23, 1.34, -1.45], [-0.43, -1.02, -1.36], [-1.40, 1.88, 1.02], [0.39, -3.16, -0.15], [1.79, 2.51, 0.73], [0.28, 3.47, 0.49], [1.33, 3.20, -0.86], [2.71, -1.46, -1.45], [1.47, -0.37, -2.55], [1.41, -1.96, -2.53], [-2.74, -2.24, 0.40]],
  "mol_weight_g_mol": 201.3,
  "multiplicity": 1,
  "homo_ha": -0.3440,
  "fmax_ha_per_bohr": 0.079,
  "e_tot_ev": -25993.4759
}

(4)
{
  "formula": "C9H15NO3",
  "method": "wB97M-V/def2-TZVPD",
  "species": ["C", "C", "C", "C", "C", "C", "C", "C", "C", "N", "O", "O", "O", "H", "H", "H", "H", "H", "H", "H", "H", "H", "H", "H", "H", "H", "H", "H"],
  "xyz": [[0.16, 0.87, 2.92], [-1.09, -0.41, 0.94], [-0.28, -0.30, -0.39], [-0.57, 0.84, 1.64], [0.47, 1.01, -0.06], [1.88, 0.97, 0.24], [0.02, 2.21, -0.89], [-0.86, -2.90, -1.72], [0.47, -2.22, -1.64], [-1.36, 1.95, 2.12], [1.03, 0.26, 3.47], [-0.60, 1.99, 3.32], [0.68, -1.30, -0.62], [-2.25, -0.55, 0.74], [-0.65, -1.21, 1.63], [-0.84, -0.28, -1.30], [2.62, 0.84, -0.58], [2.07, 0.14, 0.78], [2.13, 1.99, 0.64], [0.64, 3.09, -0.78], [-1.12, 2.31, -0.77], [0.18, 1.80, -1.83], [-1.59, -2.37, -2.22], [-0.73, -3.84, -2.33], [-1.17, -3.17, -0.69], [0.76, -1.68, -2.61], [1.25, -2.93, -1.57], [-1.25, 2.91, 1.58]],
  "mol_weight_g_mol": 185.2,
  "multiplicity": 1,
  "homo_ha": -0.3146,
  "fmax_ha_per_bohr": 0.079,
  "e_tot_ev": -17203.5742
}

(5)
{
  "formula": "C9H15NO3S",
  "method": "wB97M-V/def2-TZVPD",
  "species": ["C", "C", "C", "C", "C", "C", "C", "C", "C", "N", "O", "O", "O", "S", "H", "H", "H", "H", "H", "H", "H", "H", "H", "H", "H", "H", "H", "H", "H"],
  "xyz": [[1.71, -1.36, 0.57], [0.70, 0.09, -1.29], [1.91, 2.22, 0.49], [-2.88, 1.96, -0.31], [-2.32, 1.79, 0.92], [1.54, -0.08, -0.13], [-3.39, 0.77, -1.03], [1.77, -4.03, 0.36], [1.42, -2.60, -0.23], [1.85, 0.93, 0.70], [-0.21, 1.02, -1.29], [2.11, -1.36, 1.76], [0.75, -0.67, -2.22], [-1.35, 2.86, 1.89], [1.87, 2.64, -0.45], [2.05, 2.83, 1.37], [-2.86, 2.92, -0.84], [-2.56, 0.82, 1.28], [-3.09, -0.09, -0.31], [-2.81, 0.78, -2.06], [-4.38, 0.82, -1.40], [2.91, -4.16, 0.51], [1.51, -4.67, -0.43], [1.30, -4.28, 1.25], [0.38, -2.63, -0.33], [1.81, -2.45, -1.32], [-0.31, 1.49, -0.51], [2.24, 0.38, 1.55], [-1.66, 4.06, 1.50]],
  "mol_weight_g_mol": 217.3,
  "multiplicity": 1,
  "homo_ha": [-0.2966, -0.2966],
  "fmax_ha_per_bohr": 0.093,
  "e_tot_ev": -28040.7847
}

(6)
{
  "formula": "C9H15NO6S2",
  "method": "wB97M-V/def2-TZVPD",
  "species": ["O", "N", "O", "C", "C", "C", "H", "H", "S", "O", "O", "C", "C", "H", "H", "H", "H", "H", "H", "C", "C", "H", "H", "S", "O", "O", "C", "C", "H", "H", "H", "H", "H"],
  "xyz": [[-1.15, 0.92, 2.15], [-1.47, 1.23, 1.03], [-2.29, 2.06, 0.74], [-0.78, 0.54, -0.09], [0.66, 1.07, -0.18], [1.57, 0.70, 0.97], [1.88, -0.33, 0.98], [1.18, 1.00, 1.94], [3.04, 1.72, 0.58], [3.89, 0.96, -0.28], [3.61, 2.29, 1.77], [2.16, 2.99, -0.41], [0.71, 2.61, -0.27], [0.11, 2.97, -1.11], [0.30, 3.05, 0.64], [2.40, 3.97, -0.01], [2.53, 2.90, -1.43], [1.10, 0.67, -1.10], [-1.33, 0.83, -1.00], [-0.89, -0.97, 0.14], [-2.34, -1.42, 0.18], [-2.80, -1.34, 1.16], [-2.96, -0.93, -0.57], [-2.28, -3.20, -0.28], [-3.06, -3.39, -1.47], [-2.56, -4.03, 0.85], [-0.50, -3.24, -0.70], [-0.20, -1.79, -0.97], [0.87, -1.60, -1.00], [-0.63, -1.51, -1.94], [-0.36, -3.89, -1.56], [0.02, -3.63, 0.17], [-0.41, -1.21, 1.10]],
  "mol_weight_g_mol": 297.4,
  "multiplicity": 1,
  "homo_ha": -0.3989,
  "fmax_ha_per_bohr": 0.021,
  "e_tot_ev": -45018.6357
}